Entry 1:
Here is a 3-piece molecular cluster, C24H55F3N7O4P3 overall from the Open Molecules 2025 dataset. Energies are from ωB97M-V/def2-TZVPD.

Properties
SMILES string: C=C[C@H]1C(=O)NC[C@@]1(C[C@@H](O)C(F)(F)F)P(C)CC.CN(C)P(=O)(N(C)C)N(C)C.CN(C)P(=O)(N(C)C)N(C)C
HOMO-LUMO gap, eV: 7.084
HOMO, hartree: -0.2919

XYZ file:
```
96
C24H55F3N7O4P3 | the Open Molecules 2025 dataset | ωB97M-V/def2-TZVPD
C 4.73 -3.57 0.38
C 3.85 -4.00 1.39
C 3.09 -5.37 1.47
C 2.79 -5.74 3.02
O 3.04 -5.12 4.05
N 2.06 -7.02 2.82
C 1.01 -6.56 1.81
C 1.82 -5.77 0.63
C 1.92 -6.97 -0.47
C 3.12 -6.89 -1.48
O 3.40 -5.64 -2.08
C 4.51 -7.52 -0.94
F 5.46 -6.53 -0.62
F 4.34 -8.43 0.11
F 5.10 -8.24 -2.01
P 0.65 -4.56 -0.23
C 1.30 -2.76 -0.23
C -1.00 -4.35 0.74
C -1.98 -5.60 0.56
H 5.49 -2.76 0.64
H 4.80 -4.00 -0.66
H 3.72 -3.27 2.26
H 3.94 -6.12 1.28
H 1.43 -7.14 3.64
H 0.34 -7.41 1.48
H 0.34 -5.95 2.48
H 0.95 -6.91 -1.07
H 1.90 -7.96 0.10
H 2.85 -7.59 -2.35
H 3.12 -4.88 -1.54
H 1.55 -2.47 0.85
H 2.25 -2.74 -0.85
H 0.50 -2.05 -0.63
H -0.70 -4.16 1.83
H -1.46 -3.40 0.31
H -3.05 -5.25 0.54
H -1.71 -6.12 -0.41
H -1.81 -6.34 1.41
C -2.30 -0.60 4.14
N -1.00 -0.60 3.50
C -0.19 -1.66 4.12
P -0.09 0.77 2.95
O 0.64 -0.04 1.87
N -1.04 1.63 1.78
C -2.41 1.29 1.47
C -0.35 1.98 0.53
N -0.83 1.76 4.23
C -1.01 3.21 3.97
C 0.00 1.69 5.45
H -2.28 -0.23 5.17
H -2.71 -1.62 4.18
H -3.05 -0.03 3.60
H -0.01 -1.47 5.18
H 0.78 -1.76 3.63
H -0.68 -2.63 4.03
H -2.52 0.24 1.17
H -2.81 1.91 0.66
H -3.07 1.51 2.32
H -0.32 1.15 -0.17
H 0.68 2.30 0.73
H -0.84 2.83 0.04
H -0.09 3.67 3.60
H -1.31 3.73 4.88
H -1.81 3.40 3.26
H 0.99 2.13 5.29
H 0.15 0.65 5.77
H -0.49 2.20 6.29
C -2.26 5.37 -5.82
N -2.15 4.87 -4.46
C -3.23 3.90 -4.24
P -1.67 5.75 -3.05
O -1.13 4.50 -2.33
N -0.08 6.40 -3.30
C 0.62 6.30 -4.57
C 0.87 6.17 -2.21
N -2.35 7.24 -3.75
C -1.73 8.53 -3.38
C -3.77 7.36 -3.37
H -3.13 6.03 -5.96
H -2.38 4.54 -6.52
H -1.38 5.89 -6.16
H -4.22 4.37 -4.31
H -3.16 3.43 -3.26
H -3.19 3.09 -4.97
H 0.70 5.26 -4.91
H 1.63 6.71 -4.50
H 0.13 6.91 -5.32
H 1.32 5.17 -2.26
H 0.39 6.28 -1.24
H 1.68 6.90 -2.25
H -1.62 8.62 -2.29
H -2.34 9.37 -3.74
H -0.76 8.67 -3.84
H -3.89 7.49 -2.29
H -4.34 6.47 -3.66
H -4.25 8.21 -3.88
```

=====

Entry 2:
Here is C37H33AsBr2CdClNO4 as an isolated structure from the Open Molecules 2025 dataset. Energies are from ωB97M-V/def2-TZVPD.

Properties
HOMO-LUMO gap, eV: 3.900
Net charge: -2
ΔE to the lowest compared entry with this formula, charge and spin, kcal/mol: 0.0
HOMO, hartree: -0.0106

XYZ file:
```
80
C37H33AsBr2CdClNO4 | the Open Molecules 2025 dataset | ωB97M-V/def2-TZVPD
Cd 0.85 -19.42 8.29
C -1.40 -21.30 6.77
C -1.17 -21.89 8.14
C -1.68 -23.15 8.56
C -1.37 -23.66 9.77
C -0.50 -22.93 10.62
C -0.11 -23.21 11.98
Br -0.99 -24.81 12.77
C 0.74 -22.49 12.73
C 1.27 -21.32 12.21
Br 2.17 -20.20 13.42
C 0.92 -20.85 10.94
O 1.18 -19.70 10.46
C -0.01 -21.75 10.16
N -0.30 -21.31 8.91
H -2.28 -21.67 6.20
H -0.61 -21.72 6.15
H -1.37 -20.22 6.82
H -2.28 -23.71 7.82
H -1.72 -24.70 10.07
H 0.97 -22.70 13.77
C 3.48 -17.00 8.53
As 3.45 -16.38 10.39
C 1.55 -16.31 10.71
C 3.74 -14.56 9.72
H 2.64 -16.74 7.94
H 3.57 -18.09 8.50
H 4.41 -16.64 8.08
H 1.02 -15.71 9.93
H 1.38 -15.96 11.70
H 1.22 -17.32 10.63
H 3.16 -14.40 8.81
H 4.84 -14.40 9.55
H 3.37 -13.78 10.36
C 4.48 -26.15 5.72
C 4.19 -25.72 7.13
C 4.08 -26.66 8.11
C 3.70 -26.30 9.38
Cl 3.57 -27.44 10.67
C 3.42 -24.97 9.71
C 3.54 -23.99 8.69
C 3.94 -24.40 7.42
O 4.12 -23.50 6.41
C 4.04 -22.11 6.72
C 2.59 -21.63 6.93
O 2.60 -20.51 7.57
O 1.67 -22.26 6.44
H 5.09 -27.07 5.60
H 5.08 -25.38 5.19
H 3.54 -26.21 5.07
H 4.28 -27.70 7.84
H 3.16 -24.68 10.72
H 3.23 -22.96 8.79
H 4.47 -21.64 5.80
H 4.68 -21.89 7.58
C -0.22 -17.71 7.55
C -0.98 -16.87 7.19
C -1.91 -15.95 6.61
C -1.81 -14.55 7.08
C -2.25 -13.49 6.28
C -2.08 -12.16 6.65
C -1.39 -11.84 7.81
C -0.85 -12.88 8.56
C -1.02 -14.17 8.23
C -2.87 -16.46 5.71
C -2.73 -17.74 5.09
C -3.79 -18.38 4.44
C -5.02 -17.69 4.21
C -5.03 -16.36 4.52
C -4.01 -15.76 5.25
H -2.70 -13.62 5.31
H -2.46 -11.35 6.03
H -1.32 -10.82 8.21
H -0.47 -12.70 9.55
H -0.56 -14.90 8.86
H -1.83 -18.30 5.37
H -3.71 -19.42 4.23
H -5.84 -18.23 3.67
H -5.91 -15.77 4.29
H -4.17 -14.78 5.55
```

=====

Entry 3:
Here is a 2-piece molecular cluster, CHN4O2 overall from the Open Molecules 2025 dataset. Energies are from ωB97M-V/def2-TZVPD.

Properties
HOMO-LUMO gap (spin up / spin down), eV: 6.621 / 6.619
Net charge: -1
ΔE to the lowest compared entry with this formula, charge and spin, kcal/mol: 157.5
HOMO (spin up / spin down), hartree: -0.1440 / -0.1439

XYZ file:
```
8
CHN4O2 | the Open Molecules 2025 dataset | ωB97M-V/def2-TZVPD
C -0.18 0.19 0.10
N 1.50 1.51 0.15
N 0.52 -0.87 0.08
N 2.21 0.54 0.15
N 1.96 -0.68 0.07
O -2.61 -0.33 -0.46
O -1.24 0.73 0.00
H -2.15 -1.09 -0.09
```

=====

Entry 4:
Here is one molecule with the formula C4H8O2 from the Open Molecules 2025 dataset. Energies are from ωB97M-V/def2-TZVPD.

Properties
HOMO-LUMO gap, eV: 7.889
ΔE to the lowest compared entry with this formula, charge and spin, kcal/mol: 142.5
HOMO, hartree: -0.2589

XYZ file:
```
14
C4H8O2 | the Open Molecules 2025 dataset | ωB97M-V/def2-TZVPD
C 0.39 -1.09 0.42
C -1.03 -0.70 0.74
O -0.95 0.63 1.23
C -0.09 1.33 0.40
O 0.92 0.35 -0.04
C 0.87 -0.07 -1.61
H 1.04 -1.26 1.28
H 0.48 -1.91 -0.32
H -1.65 -0.75 -0.17
H -1.46 -1.32 1.52
H 0.37 2.14 0.99
H -0.59 1.74 -0.49
H 1.75 0.42 -2.04
H 0.05 0.58 -1.94
```

=====

Entry 5:
Here is C50H35BrF4N5P2Tc as an isolated structure from the Open Molecules 2025 dataset. Energies are from ωB97M-V/def2-TZVPD.

Properties
HOMO-LUMO gap (spin up / spin down), eV: 7.079 / 5.883
Net charge: +3
2S+1: 4
ΔE to the lowest compared entry with this formula, charge and spin, kcal/mol: 8.9
HOMO (spin up / spin down), hartree: -0.5694 / -0.5812

XYZ file:
```
98
C50H35BrF4N5P2Tc | the Open Molecules 2025 dataset | ωB97M-V/def2-TZVPD
Tc 0.36 0.84 -0.02
N -2.80 -1.03 -2.47
C -1.68 -0.44 -2.12
N -1.33 -0.22 -0.87
C -2.14 -0.73 0.16
N -1.72 -0.78 1.37
N -0.44 -0.24 1.47
C 0.22 -0.44 2.55
C 1.56 0.11 2.57
C 2.39 0.07 3.67
C 3.66 0.64 3.58
C 4.05 1.20 2.38
C 3.18 1.19 1.30
N 1.94 0.69 1.40
C -3.46 -1.24 -0.19
C -4.42 -1.56 0.78
C -5.65 -2.05 0.38
C -5.93 -2.23 -0.97
C -5.00 -1.92 -1.94
C -3.77 -1.41 -1.53
H -2.99 -1.17 -3.46
H -1.02 -0.10 -2.91
H -0.22 -1.00 3.37
H 2.05 -0.40 4.58
H 4.32 0.64 4.43
H 5.03 1.64 2.26
H 3.46 1.60 0.34
H -4.18 -1.43 1.83
H -6.40 -2.29 1.12
H -6.89 -2.63 -1.27
H -5.22 -2.06 -2.99
F -3.25 7.16 -1.43
C -2.58 6.20 -0.83
C -2.31 6.28 0.52
F -2.73 7.32 1.22
C -1.61 5.26 1.14
F -1.38 5.38 2.44
C -1.15 4.15 0.44
P -0.21 2.87 1.32
C -1.27 2.43 2.72
C -2.65 2.38 2.49
C -3.51 1.98 3.50
C -3.01 1.62 4.75
C -1.64 1.65 4.97
C -0.77 2.04 3.97
C 1.26 3.79 1.82
C 2.17 4.06 0.80
C 3.32 4.79 1.05
C 3.57 5.26 2.33
C 2.66 5.01 3.35
C 1.50 4.29 3.10
C -1.42 4.11 -0.92
Br -0.78 2.71 -2.02
C -2.13 5.11 -1.56
F -2.38 5.05 -2.86
H -3.06 2.66 1.53
H -4.58 1.96 3.32
H -3.69 1.34 5.54
H -1.25 1.37 5.95
H 0.29 2.05 4.16
H 1.97 3.72 -0.21
H 4.01 5.02 0.25
H 4.46 5.84 2.54
H 2.84 5.40 4.35
H 0.78 4.17 3.89
C 2.06 -6.22 -3.31
C 2.30 -6.25 -1.94
C 2.11 -5.11 -1.18
C 1.71 -3.92 -1.81
C 1.44 -3.91 -3.19
C 1.63 -5.05 -3.94
P 1.51 -2.43 -0.90
C 2.00 -2.65 0.80
C 3.30 -2.35 1.20
C 3.72 -2.69 2.47
C 2.83 -3.31 3.35
C 1.52 -3.58 2.97
C 1.10 -3.26 1.69
C 2.30 -1.05 -1.69
C 3.30 -1.29 -2.65
C 3.86 -0.23 -3.34
C 3.39 1.06 -3.10
C 2.40 1.29 -2.15
C 1.82 0.24 -1.42
H 2.21 -7.12 -3.90
H 2.64 -7.16 -1.47
H 2.30 -5.14 -0.12
H 1.09 -3.00 -3.67
H 1.44 -5.05 -5.00
H 4.00 -1.89 0.50
H 4.74 -2.50 2.78
H 3.17 -3.59 4.34
H 0.85 -4.08 3.65
H 0.09 -3.50 1.37
H 3.65 -2.29 -2.84
H 4.65 -0.40 -4.05
H 3.80 1.89 -3.65
H 2.09 2.32 -1.99
```

=====

Entry 6:
Here is one molecule with the formula C3H5N3O from the Open Molecules 2025 dataset. Energies are from ωB97M-V/def2-TZVPD.

Properties
SMILES string: N/C(=N/[O-])C1=C[NH2+]1
HOMO-LUMO gap, eV: 7.993
ΔE to the lowest compared entry with this formula, charge and spin, kcal/mol: 152.0
HOMO, hartree: -0.2817

XYZ file:
```
12
C3H5N3O | the Open Molecules 2025 dataset | ωB97M-V/def2-TZVPD
N -1.84 -0.35 -0.04
C -0.50 -0.82 -0.02
N -0.19 -2.15 0.01
O 1.02 -2.42 0.03
C 0.55 0.08 -0.04
C 1.74 0.63 -0.07
N 0.58 1.58 -0.01
H -2.33 -0.66 -0.88
H -2.36 -0.73 0.75
H 2.76 0.72 0.24
H 0.27 2.01 0.86
H 0.30 2.10 -0.84
```

=====

Entry 7:
Here is a 3-piece molecular cluster, C3H14N2O3 overall from the Open Molecules 2025 dataset. Energies are from ωB97M-V/def2-TZVPD.

Properties
SMILES string: NCCNCO.O.O
HOMO-LUMO gap, eV: 10.202
ΔE to the lowest compared entry with this formula, charge and spin, kcal/mol: 27.1
HOMO, hartree: -0.3540

XYZ file:
```
22
C3H14N2O3 | the Open Molecules 2025 dataset | ωB97M-V/def2-TZVPD
N 0.83 1.63 -1.23
C 1.52 0.34 -1.21
C 1.53 -0.29 0.19
N 0.24 -0.82 0.63
C 0.19 -2.28 0.73
O -0.86 -2.67 1.57
H 0.18 1.67 -2.01
H 0.32 1.77 -0.36
H 2.53 0.48 -1.49
H 1.06 -0.45 -1.82
H 2.23 -1.12 0.16
H 1.89 0.47 0.89
H -0.52 -0.55 0.02
H 0.03 -2.70 -0.27
H 1.11 -2.64 1.19
H -1.18 -1.90 2.04
O -2.37 1.70 -1.74
H -2.08 2.43 -1.19
H -2.13 0.87 -1.31
O -1.84 1.35 1.63
H -1.48 2.06 2.16
H -1.21 0.66 1.43
```

=====

Entry 8:
Here is C2H5N3O2 as an isolated structure from the Open Molecules 2025 dataset. Energies are from ωB97M-V/def2-TZVPD.

Properties
HOMO-LUMO gap, eV: 8.540
ΔE to the lowest compared entry with this formula, charge and spin, kcal/mol: 189.2
HOMO, hartree: -0.3206

XYZ file:
```
12
C2H5N3O2 | the Open Molecules 2025 dataset | ωB97M-V/def2-TZVPD
C -0.01 -1.49 1.14
C 0.53 0.98 0.61
H -1.85 0.48 -1.00
H -0.80 -1.68 -1.00
H 0.67 -1.33 2.10
H 0.61 1.54 1.58
H 0.20 0.74 -1.57
N -0.70 -0.35 -0.83
N -0.06 -0.30 0.36
N 0.77 1.93 -0.22
O -0.74 -2.39 0.77
O 0.48 1.68 -1.49
```